[1]
37
Properties=species:S:1:pos:R:3:mulliken_charge:R:1 method="wB97M-V/def2-TZVPD" total_charge=+1 spin_multiplicity=5 relative_energy_kcal_mol=8.0 fmax_ev_per_a=1.834 e_homo_ha="-0.382 / -0.406" lumo_ev="-2.967 / -5.055" s2=6.039
C -1.825 -3.431 -1.429 -0.33
H -3.850 -2.622 -1.143 0.45
Os 0.866 0.921 -0.314 0.74
S -0.063 -0.830 0.888 0.02
N -0.675 -2.788 -1.765 0.35
H -2.392 0.708 -1.118 0.25
C 1.434 6.133 -2.804 0.12
H -1.872 -4.487 -1.259 0.48
C -2.811 -2.497 -1.373 -0.33
Cl 1.530 1.708 1.724 -0.17
C 1.498 -0.390 5.111 -0.44
H -2.976 0.334 -2.754 0.33
S 2.534 2.264 -1.469 -0.36
H 0.570 -4.404 -1.510 0.32
S -0.663 3.153 -0.637 -0.36
C -2.926 -0.029 -1.725 -0.73
H 1.370 -2.825 -1.408 0.36
C 0.849 -1.554 4.727 -0.63
C 1.700 0.640 4.204 -0.80
S -0.038 5.698 -1.974 -0.02
H 1.851 -0.284 6.124 0.39
C -0.937 -1.480 -1.902 -0.81
S 2.679 4.919 -2.718 -0.03
C 0.562 -0.663 2.499 0.02
C 1.240 0.485 2.909 0.77
C 0.608 -3.404 -1.930 -0.88
H 0.696 -2.354 5.433 0.44
H 2.207 1.546 4.499 0.44
S 1.637 7.547 -3.607 -0.13
C 1.758 3.739 -1.815 0.18
H -3.934 -0.154 -1.336 0.32
Cl -0.416 -3.131 2.948 -0.21
Se 0.320 -0.129 -2.377 0.04
C 0.468 4.103 -1.472 0.29
N -2.248 -1.295 -1.675 0.36
H 0.868 -3.457 -2.988 0.36
C 0.381 -1.692 3.433 0.18

[2]
37
Properties=species:S:1:pos:R:3:mulliken_charge:R:1 method="wB97M-V/def2-TZVPD" spin_multiplicity=1 relative_energy_kcal_mol=11.0 fmax_ev_per_a=0.356 e_homo_ha=-0.263 lumo_ev=-1.069
H -6.307 0.391 0.300 0.36
C 2.750 0.498 2.501 -0.29
S 0.995 1.854 -1.851 -0.55
Cl 2.559 -0.052 7.601 -0.22
S 0.012 1.221 -4.565 -0.18
H -5.469 -1.700 -0.713 0.29
C -5.056 -0.758 -1.078 -0.66
C -3.546 -0.875 -1.256 -0.59
C 1.937 0.198 3.640 0.89
H -3.191 -1.820 -1.660 0.43
S -0.482 -1.626 -4.090 -0.15
H -4.051 0.824 1.756 0.34
H -5.005 1.313 -0.457 0.29
C -0.164 -0.336 4.703 0.30
C -5.272 0.341 -0.038 -0.58
C -0.502 -0.312 -5.275 0.58
C -4.337 -0.007 1.114 -0.70
H -3.135 -0.058 -1.852 0.29
O -0.870 -0.443 -6.409 -0.57
S -2.796 -0.614 0.378 0.67
H -4.728 -0.817 1.730 0.41
H -0.135 -0.518 6.819 0.45
H -5.537 -0.536 -2.030 0.34
Y 0.313 0.431 0.264 1.25
C 1.820 -0.053 6.031 0.24
C 0.445 -0.321 5.927 -0.60
C 0.330 0.633 -2.935 0.37
O -0.051 -0.123 2.365 -0.59
C 2.557 0.203 4.909 -0.97
H 3.615 0.414 4.983 0.39
C 0.554 -0.085 3.498 0.28
O 2.375 0.586 1.324 -0.66
C 0.102 -0.687 -2.720 0.11
H 3.816 0.675 2.704 0.31
S 0.387 -1.655 -1.263 -0.49
Cl -1.856 -0.670 4.581 -0.19
O -1.941 0.648 0.208 -0.57

[3]
32
Properties=species:S:1:pos:R:3:mulliken_charge:R:1 method="wB97M-V/def2-TZVPD" spin_multiplicity=1 relative_energy_kcal_mol=0.0 fmax_ev_per_a=0.943 e_homo_ha=-0.318 lumo_ev=-0.216
C -3.278 -0.677 -0.751 0.25
H -4.341 -2.008 -1.999 0.31
H -3.953 0.870 -2.967 0.34
C 1.944 2.383 0.800 -0.78
C -2.070 -0.717 1.422 0.13
S 0.628 1.711 -0.270 -0.22
C -3.981 -0.205 -3.123 -1.45
C 3.303 2.038 0.227 0.59
H -1.813 0.624 -1.651 0.47
H 1.774 1.946 1.785 0.45
H 1.824 3.466 0.818 0.42
C -2.153 0.074 -0.794 -1.02
C -0.481 -0.246 2.909 -0.29
H -3.023 -0.525 -3.525 0.34
N 0.209 0.523 2.075 -0.50
C -4.287 -0.930 -1.818 -0.03
C 3.123 -0.425 0.941 -0.19
H -4.753 -0.427 -3.856 0.39
N -1.602 -0.879 2.651 -0.59
C 3.697 0.641 0.294 0.18
H 2.225 -0.353 1.530 0.41
C -1.442 0.070 0.434 0.34
C 4.952 -1.450 0.002 0.32
C 3.835 -1.620 0.776 -0.71
Cl 6.068 -2.662 -0.428 -0.19
H -0.070 -0.360 3.902 0.43
C -0.257 0.693 0.848 0.89
H -5.270 -0.623 -1.448 0.31
H 3.547 -2.563 1.202 0.45
S 5.158 0.177 -0.533 -0.16
O 4.010 2.887 -0.271 -0.62
S -3.523 -1.435 0.817 -0.27

[4]
34
Properties=species:S:1:pos:R:3:mulliken_charge:R:1 method="wB97M-V/def2-TZVPD" spin_multiplicity=1 relative_energy_kcal_mol=347.0 fmax_ev_per_a=19.742 e_homo_ha=-0.326 lumo_ev=-0.683
C 5.007 1.584 -0.082 -0.35
H -3.110 3.932 0.117 0.28
C 1.017 -1.050 -0.513 0.54
N 4.338 0.378 1.904 -0.58
H 5.965 1.673 1.707 0.61
N -1.815 -0.545 0.405 0.10
H -0.859 -3.707 1.249 0.47
C -2.900 0.310 0.247 0.34
H -4.630 -0.856 0.170 0.78
N 1.893 0.187 -2.185 -0.35
S 0.817 -1.738 0.829 -0.43
H 2.831 -0.721 1.578 0.87
H 5.681 2.549 -0.492 0.18
C 3.447 -0.132 1.179 -0.70
H 3.719 1.422 -1.844 0.51
C 4.029 1.268 -0.818 0.00
C -3.445 2.742 -0.016 -0.45
F -1.173 1.886 0.385 -0.33
N 2.008 -0.192 -0.766 0.53
C -5.262 1.037 0.027 -0.29
H -6.235 0.722 -0.250 0.41
O -3.091 -2.586 0.341 -0.64
C 3.128 0.461 -0.443 0.11
N 0.267 -1.266 -1.805 0.08
C -0.862 -2.793 0.571 -0.67
C 5.227 1.482 1.189 -0.58
C -2.595 1.700 0.162 0.52
H -1.050 -0.279 0.423 0.21
H -5.582 3.342 -0.257 0.18
H -0.657 -3.279 -0.447 0.29
C -1.950 -1.989 0.366 0.65
C -4.288 -0.099 -0.024 -1.17
N 0.760 -0.437 -2.505 -0.70
C -4.862 2.311 0.131 -0.40

[5]
36
Properties=species:S:1:pos:R:3:mulliken_charge:R:1 method="wB97M-V/def2-TZVPD" spin_multiplicity=1 relative_energy_kcal_mol=0.2 fmax_ev_per_a=1.872 e_homo_ha=-0.336 lumo_ev=-1.091
S -1.955 2.973 -0.779 -0.19
O 0.430 1.818 -0.479 -0.35
H -4.384 -1.571 1.457 0.45
C 3.139 0.922 -0.800 -0.52
C -4.029 -1.844 0.488 0.05
C 2.848 -0.442 1.186 -0.48
N 6.285 -0.919 -0.122 0.99
N 0.132 0.586 1.314 -0.67
C -3.376 2.678 0.317 -0.69
C 0.983 0.930 0.395 0.49
H 4.562 -1.601 1.766 0.48
H -3.219 -5.009 0.510 0.30
C -0.815 1.956 0.013 0.56
H -4.215 3.193 -0.152 0.40
N -1.012 1.233 1.077 -0.04
H -4.816 -4.975 -0.230 0.32
C -4.148 -4.444 0.445 -1.18
C -3.584 -0.970 -0.535 0.36
O -4.237 0.850 1.573 -0.63
C 4.928 -0.441 0.009 0.10
C 2.342 0.469 0.254 0.23
O 6.939 -0.501 -1.052 -0.61
C -3.734 1.208 0.540 0.52
H -4.599 -4.381 1.430 0.31
N -3.207 -1.640 -1.600 -0.66
O 6.684 -1.707 0.708 -0.61
H 2.736 1.624 -1.512 0.46
H 5.074 0.797 -1.727 0.48
C 4.143 -0.897 1.063 -0.48
H -3.175 3.130 1.288 0.36
O -3.391 -2.953 -1.316 -0.12
N -3.491 0.407 -0.530 -0.07
H -3.110 0.802 -1.381 0.27
H 2.209 -0.773 1.988 0.52
C 4.435 0.466 -0.923 -0.49
C -3.879 -3.081 -0.071 0.13

[6]
33
Properties=species:S:1:pos:R:3:mulliken_charge:R:1 method="wB97M-V/def2-TZVPD" total_charge=+2 spin_multiplicity=1 fmax_ev_per_a=0.131 e_homo_ha="-0.564 / -0.564" lumo_ev="-10.421 / -10.425"
C 3.945 1.025 1.551 -0.34
C -0.455 -1.262 0.294 0.48
S -3.569 -0.849 -2.818 -0.08
H -2.361 -4.504 0.982 0.43
H 1.304 -2.270 0.979 0.60
H 4.419 1.798 -0.397 0.43
C -2.427 -2.501 0.221 0.22
N -1.770 -1.380 -0.026 -0.40
C 0.241 -2.341 0.803 -0.49
C -1.002 2.789 -1.806 0.72
C 1.461 0.390 0.481 0.34
C 3.664 1.333 0.221 -0.79
H 1.019 -0.392 2.457 0.60
C 2.993 0.403 2.355 -0.91
H 0.354 4.239 -2.217 0.24
C -4.472 -0.431 -1.490 0.39
C 2.425 1.054 -0.309 -0.15
N -4.716 0.003 -0.419 -0.30
H 2.212 1.287 -1.340 0.50
C -0.445 -3.529 1.064 -0.63
H 3.210 0.192 3.392 0.44
H -3.476 -2.527 -0.043 0.43
N -0.610 3.955 -2.303 -0.36
H 4.913 1.274 1.964 0.43
C 0.168 0.034 -0.018 0.41
S -2.695 2.372 -1.884 -0.32
Pt -2.432 0.321 -1.005 0.76
N -0.603 0.860 -0.773 0.58
C -1.792 -3.605 0.791 -0.76
H 0.085 -4.380 1.470 0.48
C 1.770 0.060 1.823 -0.29
H -1.257 4.586 -2.747 0.21
N -0.100 1.997 -1.252 -0.87

[7]
36
Properties=species:S:1:pos:R:3:mulliken_charge:R:1 method="wB97M-V/def2-TZVPD" total_charge=+4 spin_multiplicity=1 relative_energy_kcal_mol=176.0 fmax_ev_per_a=2.176 e_homo_ha="-0.803 / -0.804" lumo_ev="-16.138 / -15.997"
C -1.041 3.010 1.552 -0.32
H -0.551 4.308 -0.005 0.35
N -1.010 3.400 0.120 -0.51
N -0.274 0.925 -1.827 -0.34
O -2.925 1.656 2.438 -0.33
H -1.456 1.283 -3.445 0.56
O -1.457 -2.268 -1.004 -0.24
Br 4.130 -3.275 2.525 0.13
C 2.052 -2.157 0.935 -0.39
H 2.367 1.374 2.411 0.45
H 0.050 2.739 1.826 0.31
C 3.021 -1.913 1.947 -0.14
W 0.158 1.571 0.028 1.56
N -1.501 0.825 0.786 -0.34
C 1.255 -1.133 0.533 -0.03
C -2.001 1.772 1.722 0.24
H -1.321 3.814 2.239 0.51
C -0.084 -2.291 -1.620 -0.38
C 0.262 -1.135 -0.637 1.37
N 1.354 0.148 1.053 -0.07
C 3.122 -0.622 2.479 -0.71
O 0.699 0.061 -1.289 -0.31
H 1.975 -3.148 0.505 0.57
H -3.132 -0.373 0.050 0.58
C -1.236 -1.248 -0.294 -0.02
Br 0.013 -3.352 -4.250 0.22
C -0.821 0.543 -2.959 -0.32
H -1.958 3.533 -0.243 0.31
H -0.878 -0.701 -4.654 0.50
C -0.203 -1.918 -3.097 -0.03
H -2.383 -0.982 1.471 0.49
C -2.138 -0.452 0.525 -0.68
C 2.288 0.369 2.013 0.03
C -0.621 -0.706 -3.598 -0.38
H 3.861 -0.398 3.238 0.49
H 0.384 -3.262 -1.475 0.88

Copy entry 5 word for word.
36
Properties=species:S:1:pos:R:3:mulliken_charge:R:1 method="wB97M-V/def2-TZVPD" spin_multiplicity=1 relative_energy_kcal_mol=0.2 fmax_ev_per_a=1.872 e_homo_ha=-0.336 lumo_ev=-1.091
S -1.955 2.973 -0.779 -0.19
O 0.430 1.818 -0.479 -0.35
H -4.384 -1.571 1.457 0.45
C 3.139 0.922 -0.800 -0.52
C -4.029 -1.844 0.488 0.05
C 2.848 -0.442 1.186 -0.48
N 6.285 -0.919 -0.122 0.99
N 0.132 0.586 1.314 -0.67
C -3.376 2.678 0.317 -0.69
C 0.983 0.930 0.395 0.49
H 4.562 -1.601 1.766 0.48
H -3.219 -5.009 0.510 0.30
C -0.815 1.956 0.013 0.56
H -4.215 3.193 -0.152 0.40
N -1.012 1.233 1.077 -0.04
H -4.816 -4.975 -0.230 0.32
C -4.148 -4.444 0.445 -1.18
C -3.584 -0.970 -0.535 0.36
O -4.237 0.850 1.573 -0.63
C 4.928 -0.441 0.009 0.10
C 2.342 0.469 0.254 0.23
O 6.939 -0.501 -1.052 -0.61
C -3.734 1.208 0.540 0.52
H -4.599 -4.381 1.430 0.31
N -3.207 -1.640 -1.600 -0.66
O 6.684 -1.707 0.708 -0.61
H 2.736 1.624 -1.512 0.46
H 5.074 0.797 -1.727 0.48
C 4.143 -0.897 1.063 -0.48
H -3.175 3.130 1.288 0.36
O -3.391 -2.953 -1.316 -0.12
N -3.491 0.407 -0.530 -0.07
H -3.110 0.802 -1.381 0.27
H 2.209 -0.773 1.988 0.52
C 4.435 0.466 -0.923 -0.49
C -3.879 -3.081 -0.071 0.13